No. 1
269
Properties=species:S:1:pos:R:3:mulliken_charge:R:1 method="wB97M-V/def2-TZVPD" charge=0 de_lowest_kj_mol=176.3 spin_multiplicity=1
C 5.5271 -0.3887 3.6411 -1.84
C 5.4663 1.0399 3.0261 1.90
C 4.0771 1.2504 2.3664 -0.25
C 5.5952 1.9829 4.2219 -1.65
C 5.9518 3.4194 3.9100 -0.38
C 7.3124 3.4047 3.1719 -1.56
C 7.1200 2.5540 1.9030 1.87
C 6.2846 3.2550 0.8982 -1.21
C 8.5058 2.4079 1.1678 -1.87
N 6.6615 1.1701 2.1915 0.05
O 6.4648 0.5547 0.9564 -0.29
H 4.7342 -0.4174 4.3370 0.44
H 5.4174 -1.1961 2.9550 0.33
H 6.4363 -0.5000 4.2678 0.44
H 4.0446 0.9699 1.3187 -0.20
H 3.3494 0.6736 2.9241 0.12
H 3.8254 2.3498 2.3863 -0.31
H 4.7082 2.0016 4.8680 0.44
H 6.3622 1.6628 4.8723 0.51
H 5.1800 3.9229 3.2847 0.19
H 5.9605 4.0749 4.8377 0.38
H 8.0279 2.9936 3.8548 0.35
H 7.7077 4.3639 2.8889 0.46
H 5.2552 3.4824 1.2604 0.04
H 6.1117 2.7715 -0.0607 -0.04
H 6.7879 4.2047 0.6470 0.56
H 9.2602 1.7974 1.7013 0.41
H 8.9536 3.3934 0.9804 0.45
H 8.4096 2.0163 0.1670 0.24
H 7.1065 -0.1590 0.8943 0.30
C -4.4330 4.3004 0.7611 -0.56
C -4.5074 5.0700 -0.6303 2.01
C -5.9513 5.4827 -0.8536 -2.00
C -3.6015 6.3384 -0.5463 -1.79
C -2.1484 6.0752 -0.7595 0.26
C -1.9144 5.1630 -1.9416 -1.15
C -2.6913 3.8171 -1.8486 2.37
C -2.5502 3.0245 -3.1814 -2.35
C -2.1023 2.8583 -0.8500 0.85
N -4.0722 4.2481 -1.7338 0.25
O -4.9401 3.1198 -1.7999 -0.34
H -3.4469 4.2942 1.2523 -0.67
H -5.0628 4.7574 1.5436 0.68
H -4.8119 3.2627 0.5905 -0.25
H -6.2020 6.3138 -0.2275 0.45
H -5.9973 5.8306 -1.8927 0.51
H -6.6880 4.6447 -0.7434 0.27
H -3.9615 7.0559 -1.2942 0.31
H -3.7273 6.8812 0.3928 0.50
H -1.5227 7.0267 -0.9472 0.51
H -1.7380 5.6790 0.1680 -0.45
H -0.8343 4.9264 -1.9347 -0.09
H -2.2612 5.6340 -2.8198 0.61
H -3.0471 3.2854 -4.0880 0.57
H -2.8164 1.9690 -3.0589 0.33
H -1.4753 3.0306 -3.4235 0.03
H -2.8617 2.1775 -0.7653 -0.09
H -1.9138 3.3426 0.1050 -0.73
H -1.2208 2.4751 -1.2825 -0.05
H -5.3093 3.0479 -2.6606 0.29
C -0.2887 -6.8034 2.4677 -1.90
C 0.7263 -7.0453 1.3606 1.80
C 2.0274 -7.3861 2.1086 -1.88
C 0.3967 -8.2548 0.4082 -1.36
C -0.6523 -7.9509 -0.6449 -0.81
C -0.3283 -6.7146 -1.4534 -1.02
C -0.0224 -5.4560 -0.5913 2.63
C 0.7610 -4.4531 -1.4498 -0.96
C -1.3040 -4.8531 -0.0237 -1.78
N 0.9121 -5.9189 0.4107 -0.06
O 1.1301 -4.7748 1.2593 -0.40
H -0.0389 -5.9614 3.0997 0.40
H -1.3215 -6.7541 2.1817 0.36
H -0.2822 -7.5981 3.1777 0.57
H 2.0068 -8.5434 2.3188 0.32
H 2.8130 -7.0826 1.4581 0.50
H 2.1286 -6.8525 3.0635 0.34
H 1.2769 -8.6052 -0.1264 0.40
H -0.0048 -9.0662 1.0003 0.46
H -0.7384 -8.8137 -1.3058 0.45
H -1.6525 -7.8235 -0.2060 0.27
H -1.0884 -6.5383 -2.1698 -0.14
H 0.5692 -6.8926 -2.1103 0.55
H 1.0000 -3.5984 -0.8289 -0.27
H 0.0622 -4.0031 -2.1950 -0.40
H 1.6490 -4.8321 -1.9009 0.73
H -1.9202 -5.5566 0.5130 0.51
H -1.8858 -4.3413 -0.8387 -0.17
H -1.0728 -4.0603 0.6910 0.55
H 1.9941 -4.4166 0.9977 0.31
C -2.2320 -3.8982 -3.8372 0.39
C -3.1020 -4.0355 -5.0705 1.20
C -2.3478 -3.6432 -6.4101 -1.83
C -3.3669 -5.5919 -5.2767 -1.73
C -4.3989 -6.0745 -4.2475 -0.37
C -5.6396 -5.3102 -4.5649 -1.67
C -5.5001 -3.8244 -4.4112 1.76
C -6.7158 -3.1731 -5.1575 -1.98
C -5.7088 -3.4251 -2.9376 -1.58
N -4.3354 -3.3238 -5.0844 0.31
O -4.1215 -2.0170 -4.6809 -0.44
H -1.2573 -3.7398 -4.2517 0.78
H -2.5065 -3.0333 -3.1789 -0.58
H -2.2961 -4.8445 -3.2574 -0.79
H -1.8218 -2.7371 -6.2096 0.50
H -1.6018 -4.4558 -6.5997 0.36
H -2.9497 -3.6184 -7.3080 0.43
H -3.7395 -5.8763 -6.3080 0.41
H -2.4105 -6.0636 -5.1853 0.54
H -4.4470 -7.1458 -4.2498 0.39
H -4.0606 -5.8217 -3.2506 0.17
H -6.4520 -5.5412 -3.9255 0.61
H -5.9193 -5.5777 -5.5852 0.38
H -6.8377 -2.1409 -4.7314 0.28
H -7.5749 -3.7929 -4.9367 0.39
H -6.5203 -3.2021 -6.2348 0.51
H -4.9555 -3.9064 -2.3039 0.10
H -6.6798 -3.7903 -2.5884 0.58
H -5.7286 -2.3696 -2.7160 0.53
H -3.9322 -1.5179 -5.4885 0.32
C -5.7779 -3.7843 2.9642 -2.16
C -4.8328 -2.6233 2.4978 2.26
C -3.6510 -2.7032 3.4187 -1.61
C -4.5027 -3.0202 1.0256 -1.84
C -3.9901 -1.9412 0.0932 2.38
C -5.0140 -0.8164 0.1446 -2.82
C -5.2054 -0.2227 1.5872 3.29
C -3.8416 0.3911 2.0071 -0.96
C -6.3218 0.7520 1.5255 -2.48
N -5.6488 -1.3681 2.4775 -0.26
O -5.5537 -0.8023 3.8524 -0.37
H -6.6528 -3.8237 2.3398 0.48
H -5.3712 -4.7723 2.8970 0.39
H -5.9487 -3.6686 4.0529 0.41
H -3.8995 -2.6027 4.4875 0.32
H -3.1761 -3.6855 3.2914 0.51
H -2.8339 -1.9883 3.3108 0.14
H -3.8121 -3.8440 1.0563 0.07
H -5.4152 -3.4254 0.4975 0.46
H -2.9406 -1.6346 0.2567 -0.50
H -3.8792 -2.4311 -0.8842 -0.58
H -5.9269 -1.3111 -0.2358 0.60
H -4.7756 0.0078 -0.4837 0.51
H -3.5044 1.2808 1.4569 -0.26
H -3.0560 -0.3140 1.8224 -0.32
H -3.8418 0.6224 3.0756 0.43
H -7.2295 0.1994 1.3095 0.56
H -6.2199 1.3815 0.6430 0.28
H -6.5028 1.2201 2.4699 0.52
H -6.4322 -0.7546 4.1715 0.27
C 9.3635 0.8812 -5.1853 -2.05
C 7.8966 0.8358 -4.7913 1.97
C 7.7100 1.3551 -3.3266 -1.44
C 7.1329 1.8283 -5.7175 -1.75
C 5.6305 1.8141 -5.4800 -0.13
C 5.1027 0.4047 -5.6573 -0.92
C 5.8781 -0.6506 -4.9862 1.65
C 5.3477 -0.7575 -3.5726 -1.07
C 5.4703 -2.0118 -5.6758 -1.99
N 7.3429 -0.4639 -5.1065 0.09
O 7.9485 -1.3633 -4.2532 -0.43
H 9.5366 1.9291 -5.3189 0.46
H 10.0695 0.5822 -4.4269 0.36
H 9.5488 0.2538 -6.0875 0.43
H 8.0466 0.5439 -2.6351 0.40
H 8.2815 2.2576 -3.1182 0.41
H 6.6408 1.5269 -3.0878 -0.10
H 7.5547 2.7881 -5.3354 0.56
H 7.3988 1.7285 -6.7754 0.27
H 5.4648 2.2318 -4.5051 -0.23
H 5.1216 2.4843 -6.0888 0.89
H 5.0343 0.2693 -6.7412 0.67
H 4.1031 0.2685 -5.2505 -0.22
H 4.5081 -1.4430 -3.6260 0.45
H 5.0189 0.2010 -3.2076 -0.25
H 6.0051 -1.1440 -2.7985 0.40
H 5.7799 -1.9957 -6.7021 0.52
H 4.4008 -2.0764 -5.6942 0.33
H 5.9110 -2.7898 -5.0524 0.44
H 8.4003 -1.9697 -4.8668 0.38
C 3.7779 -1.1140 -0.5162 -0.78
O 2.4727 -0.9861 0.0300 -0.25
C 1.5009 -0.7334 -0.9947 -0.50
C 0.0719 -0.8347 -0.4731 1.40
C -0.8983 -0.7628 -1.6592 -0.25
N -0.2626 0.2009 0.4834 0.56
H 4.1345 -0.1832 -1.0290 -0.06
H 3.8332 -1.9326 -1.2746 0.33
H 4.4370 -1.3647 0.2730 0.62
H 1.7401 0.2561 -1.4112 -0.27
H 1.5808 -1.4562 -1.8194 0.53
H -0.0498 -1.8645 -0.0248 -0.62
H -0.7350 0.1881 -2.1527 -0.40
H -1.9049 -0.7556 -1.3232 0.03
H -0.7050 -1.6020 -2.3693 0.12
H 0.5253 0.3876 1.0974 0.16
H -0.4606 1.0431 -0.0386 -0.90
C 0.7849 4.0828 1.2960 -0.80
O -0.2791 4.1766 2.2078 -0.49
C -0.7493 2.9894 2.6729 1.08
C -1.9245 3.3336 3.5664 -0.63
N -1.5118 3.9302 4.8004 -0.07
C -2.5552 4.5990 5.5191 -0.44
C -2.0148 4.9211 6.8629 -0.18
O -2.8306 5.9439 7.4597 -0.37
C -2.7317 6.0178 8.8466 -0.66
H 0.7872 5.0128 0.7605 0.36
H 0.6046 3.2983 0.5545 0.30
H 1.7237 3.8323 1.8653 0.29
H -0.0327 2.5051 3.3654 0.91
H -1.0611 2.1803 1.9450 -1.04
H -2.5689 2.4558 3.7643 -0.43
H -2.5200 4.0726 2.9435 0.48
H -0.7213 4.5030 4.7863 0.38
H -3.4808 3.9289 5.6305 0.02
H -2.8485 5.5293 5.0408 0.48
H -1.0150 5.3280 6.8453 0.39
H -1.9556 4.0508 7.5357 -0.02
H -3.0129 5.0199 9.2257 0.27
H -3.5988 6.6503 9.1470 0.28
H -1.7123 6.3132 9.2292 0.25
C 2.0212 -1.1079 5.9988 -0.35
O 0.9013 -0.4062 6.4600 -0.41
C -0.3174 -0.8708 5.8907 -0.87
C -1.3525 0.2018 6.1426 0.40
N -1.6440 0.0410 7.5418 -0.37
C -2.4655 1.0682 8.0974 -0.25
C -3.9668 0.6828 8.0277 -0.19
O -4.6442 1.7724 8.4999 -0.33
C -5.7759 2.0269 7.7039 -0.61
H 2.8136 -0.8387 6.6914 0.28
H 2.2762 -0.8321 4.9699 -0.12
H 1.8191 -2.1860 6.0313 0.36
H -0.5874 -1.8094 6.4232 0.32
H -0.1343 -1.0749 4.8144 0.50
H -2.2766 0.0184 5.5834 -0.09
H -0.9660 1.1765 5.7350 0.03
H -0.7275 -0.0283 8.0629 0.35
H -2.3525 1.9880 7.5146 -0.31
H -2.1803 1.2760 9.1342 0.52
H -4.1842 -0.1870 8.6812 0.26
H -4.2248 0.3858 7.0424 0.02
H -5.5242 1.9218 6.6731 0.15
H -6.1085 3.0452 7.7727 0.32
H -6.6161 1.3590 7.9222 0.29
C 0.5070 0.4861 -7.2935 -0.81
O 1.3548 0.1102 -6.2631 -0.38
C 0.9131 0.6957 -5.0442 0.58
C 0.9449 2.1953 -4.9544 -1.39
N 1.3903 2.5060 -3.5339 0.63
C 2.7735 2.2603 -3.2537 -0.16
C 3.2077 2.9899 -1.9377 0.40
O 3.0507 4.3748 -2.2648 -0.39
C 3.3747 5.2296 -1.2030 -0.35
H 0.6827 -0.0961 -8.1741 0.33
H 0.5360 1.6039 -7.2869 0.31
H -0.5200 0.3009 -6.9886 0.24
H 1.4731 0.3134 -4.1443 -0.58
H -0.1002 0.3339 -4.8560 0.46
H -0.0476 2.6202 -5.1388 0.44
H 1.6221 2.5175 -5.7100 0.63
H 1.2709 3.5022 -3.3887 0.41
H 3.5005 2.6027 -4.0824 -0.07
H 2.8631 1.1370 -3.1168 -0.49
H 4.2351 2.7294 -1.6552 -0.19
H 2.5737 2.6910 -1.0774 -0.05
H 3.2023 6.2604 -1.5313 0.31
H 4.4450 5.1846 -0.9752 0.25
H 2.7533 5.0852 -0.3203 -0.04


No. 2
172
Properties=species:S:1:pos:R:3:mulliken_charge:R:1 method="wB97M-V/def2-TZVPD" charge=+1 spin_multiplicity=1
C 0.8668 0.5285 -0.5246 -0.34
C 0.5353 -0.4661 -1.4778 -0.45
C 0.1297 -1.5605 -2.6726 -0.25
P 0.1116 -3.3662 -1.9782 0.55
S 1.8748 -4.4146 -2.6438 -0.29
C 0.1370 -3.2706 -0.0555 -0.36
N 1.5494 -3.0734 0.5085 -0.36
C -1.5184 -4.1800 -2.6553 -0.63
C -2.7978 -3.9830 -1.6420 -0.54
C -4.1977 -4.6002 -2.3153 0.02
C -5.5129 -3.7811 -1.7745 -0.72
C -6.9070 -4.6349 -2.0730 -0.48
C -8.1204 -3.6130 -2.5975 -0.56
C -9.2828 -3.5213 -1.3981 -0.36
C -10.4804 -4.6084 -1.6392 -0.63
C -11.6923 -4.1329 -2.6246 -0.60
C -11.9051 -2.5206 -2.7767 -0.55
C -12.3328 -1.7267 -1.4113 -0.42
C -12.8516 -2.6727 -0.1782 -0.75
H 1.0388 1.3417 0.3045 0.40
H -0.9587 -1.2658 -3.0116 0.41
H 0.8536 -1.4918 -3.5965 0.41
H 2.1166 -4.1207 -4.0219 0.27
H -0.4901 -2.3351 0.3379 0.02
H -0.2849 -4.2716 0.4052 0.57
H 2.1714 -2.6511 -0.2257 0.27
H 1.9309 -4.0176 0.7889 0.23
H -1.7737 -3.7025 -3.6996 0.41
H -1.2935 -5.3358 -2.7947 0.33
H -3.0191 -2.8351 -1.4094 0.31
H -2.6704 -4.5450 -0.6197 0.25
H -4.0935 -4.5291 -3.5022 0.36
H -4.2192 -5.7515 -2.0609 -0.31
H -5.5698 -2.7704 -2.3685 0.33
H -5.4489 -3.5246 -0.6300 0.22
H -7.2236 -5.2876 -1.1522 0.33
H -6.6914 -5.4046 -2.9560 0.26
H -7.7168 -2.5248 -2.7836 0.26
H -8.6008 -4.1140 -3.5414 0.31
H -9.6281 -2.4250 -1.1804 0.10
H -8.7083 -3.8751 -0.4127 0.30
H -10.9441 -5.0450 -0.6294 0.32
H -9.9726 -5.5546 -2.1610 0.25
H -11.5022 -4.5670 -3.7154 0.33
H -12.6909 -4.6686 -2.2568 0.28
H -12.8020 -2.3640 -3.5489 0.35
H -10.9775 -1.9680 -3.2771 0.16
H -13.1836 -0.9495 -1.7209 0.34
H -11.4119 -1.0895 -1.0690 0.24
H -13.4478 -3.6289 -0.4972 0.20
H -11.8736 -3.0000 0.4196 0.13
H -13.4820 -2.0108 0.5748 0.30
C 5.7862 -7.5974 1.1324 -0.43
C 5.1262 -6.6132 1.7506 -0.42
C 3.9095 -6.0193 1.1623 0.55
O 3.3060 -5.1171 1.7265 -0.64
C 3.4498 -6.5558 -0.1341 -0.19
C 4.1098 -7.5399 -0.7523 -0.49
C 5.3265 -8.1339 -0.1640 0.29
O 5.9301 -9.0360 -0.7281 -0.53
H 6.6806 -8.0436 1.5498 0.41
H 5.4503 -6.2093 2.7023 0.43
H 2.5554 -6.1096 -0.5514 0.37
H 3.7857 -7.9438 -1.7039 0.45
C -4.8505 -8.5273 -2.7096 -0.15
C -5.7228 -9.3966 -3.2289 -0.43
C -5.3186 -10.3534 -4.2779 0.32
O -6.1168 -11.1481 -4.7552 -0.53
C -3.9135 -10.3133 -4.7295 -0.37
C -3.0412 -9.4440 -4.2102 -0.39
C -3.4454 -8.4872 -3.1612 0.42
O -2.6471 -7.6925 -2.6840 -0.51
H -5.1307 -7.8184 -1.9401 0.43
H -6.7567 -9.4390 -2.9078 0.43
H -3.6333 -11.0223 -5.4990 0.41
H -2.0073 -9.4017 -4.5314 0.42
C 3.9074 2.0623 -1.7382 -0.46
C 3.3963 1.1628 -2.5844 0.13
C 3.7688 1.1566 -4.0128 0.34
O 3.3000 0.3349 -4.7884 -0.65
C 4.7287 2.1813 -4.4693 -0.76
C 5.2397 3.0808 -3.6232 -0.46
C 4.8672 3.0870 -2.1948 0.47
O 5.3360 3.9087 -1.4192 -0.57
H 3.6442 2.0812 -0.6877 0.43
H 2.6917 0.4043 -2.2648 -0.03
H 4.9919 2.1624 -5.5199 0.88
H 5.9443 3.8393 -3.9428 0.62
C 7.1437 6.5980 -2.3530 -0.11
C 7.3192 7.6999 -1.6172 -0.43
C 8.1074 8.8411 -2.1227 0.27
O 8.2702 9.8492 -1.4491 -0.56
C 8.6924 8.7183 -3.4727 -0.47
C 8.5169 7.6164 -4.2085 -0.44
C 7.7287 6.4752 -3.7030 0.35
O 7.5658 5.4671 -4.3767 -0.54
H 6.5690 5.7517 -1.9970 0.53
H 6.8959 7.8056 -0.6255 0.59
H 9.2670 9.5646 -3.8287 0.41
H 8.9401 7.5107 -5.2003 0.43
C 0.2064 -0.0818 4.5891 -0.51
C -0.1560 -0.5828 3.4041 -0.25
C -1.4718 -0.2722 2.8112 0.32
O -1.8051 -0.7319 1.7276 -0.51
C -2.3703 0.6141 3.5772 -0.52
C -2.0079 1.1151 4.7621 -0.35
C -0.6922 0.8045 5.3551 0.28
O -0.3589 1.2642 6.4386 -0.58
H 1.1674 -0.3002 5.0385 0.46
H 0.4921 -1.2337 2.8297 0.55
H -3.3314 0.8325 3.1278 0.47
H -2.6560 1.7660 5.3366 0.62
C -7.4762 2.6352 6.2658 -0.37
C -6.4414 2.6331 5.4200 -0.40
C -5.0707 2.9219 5.8858 0.55
O -4.1232 2.9221 5.1119 -0.62
C -4.8877 3.2114 7.3219 -0.25
C -5.9226 3.2135 8.1677 -0.38
C -7.2933 2.9247 7.7019 0.32
O -8.2408 2.9245 8.4758 -0.53
H -8.4880 2.4261 5.9404 0.40
H -6.5591 2.4219 4.3638 0.41
H -3.8760 3.4205 7.6473 0.44
H -5.8049 3.4247 9.2238 0.41
C 3.8064 6.5334 1.3482 -0.69
C 3.4440 6.0325 0.1632 -0.28
C 2.1282 6.3430 -0.4297 0.29
O 1.7949 5.8833 -1.5133 -0.59
C 1.2297 7.2293 0.3363 -0.40
C 1.5921 7.7303 1.5212 -0.45
C 2.9078 7.4197 2.1142 0.24
O 3.2411 7.8794 3.1977 -0.57
H 4.7674 6.3150 1.7976 1.08
H 4.0921 5.3815 -0.4112 0.68
H 0.2686 7.4477 -0.1131 0.42
H 0.9440 8.3813 2.0957 0.42
C 6.4555 5.2787 4.7817 -0.38
C 7.0368 5.1029 5.9722 -0.13
C 8.2430 5.8628 6.3555 0.43
O 8.7769 5.7010 7.4442 -0.56
C 8.7806 6.8252 5.3734 -0.43
C 8.1992 7.0010 4.1828 -0.43
C 6.9931 6.2411 3.7995 0.28
O 6.4591 6.4029 2.7108 -0.44
H 5.5707 4.7290 4.4845 0.47
H 6.6542 4.4013 6.7038 0.25
H 9.6653 7.3749 5.6705 0.41
H 8.5819 7.7026 3.4512 0.44
C 3.1555 2.4085 -9.9102 -0.37
C 3.7368 2.2326 -8.7196 -0.29
C 4.9430 2.9925 -8.3364 0.44
O 5.4769 2.8307 -7.2477 -0.54
C 5.4806 3.9549 -9.3185 -0.42
C 4.8992 4.1308 -10.5091 -0.36
C 3.6931 3.3709 -10.8923 0.28
O 3.1591 3.5326 -11.9811 -0.54
H 2.2707 1.8587 -10.2074 0.41
H 3.3542 1.5310 -7.9881 0.46
H 6.3653 4.5047 -9.0214 0.44
H 5.2819 4.8323 -11.2407 0.40
C 6.1296 2.2804 9.1320 -0.24
C 5.7860 2.0609 10.4048 -0.43
C 4.5483 1.3340 10.7498 0.36
O 4.2320 1.1344 11.9145 -0.54
C 3.7064 0.8579 9.6343 -0.39
C 4.0500 1.0774 8.3614 -0.39
C 5.2877 1.8043 8.0165 0.43
O 5.6040 2.0039 6.8518 -0.56
H 7.0336 2.8124 8.8617 0.45
H 6.3933 2.4031 11.2342 0.42
H 2.8024 0.3259 9.9046 0.41
H 3.4427 0.7352 7.5320 0.50


The records above yield HOMO-LUMO gap values of 8.68; 7.36 eV, respectively.
The records above yield HOMO energy values of -8.31; -11.17 eV, respectively.